(1)
# C3H8N2

C3H8N2 in the gas phase in a non-equilibrium geometry (the ωB97M-V functional and the def2-TZVPD basis, the OMol25 dataset).

- electronic energy (eV) = -6219.088
- strongest force on any atom (eV Å⁻¹) = 2.87
- LUMO energy (eV) = 1.17
- gap between HOMO and LUMO (hartree) = 0.36409
- charge = 0
- SMILES string = C=NNCC

Positions of all 13 atoms, in Å:
C: 1.693033 1.766373 0.087962
N: 0.569333 1.216623 -0.238790
N: -0.184518 0.682407 0.719897
C: -1.164893 -0.271385 0.153254
C: -0.618099 -1.519798 -0.594764
H: 2.196002 1.646065 1.092055
H: 2.268677 2.228690 -0.702574
H: 0.318080 0.205780 1.453225
H: -1.838871 -0.555427 0.967699
H: -1.732304 0.259175 -0.556297
H: 0.154343 -2.088672 0.018564
H: -1.551457 -2.172065 -0.791485
H: -0.109328 -1.397766 -1.608745

Forces on atoms 1 to 6 (eV/Å):
-0.3 -1.3 0.2
2.1 1.9 -0.1
-1.4 -1.8 0.0
1.0 -0.5 0.1
0.0 -1.3 -0.2
-0.8 0.3 -0.8

***

(2)
# CH16NO5

6 unconnected molecules or ions with the total composition CH16NO5 in a non-equilibrium geometry (the ωB97M-V functional and the def2-TZVPD basis, the OMol25 dataset).

- electronic energy (eV) = -13019.200
- strongest force on any atom (eV Å⁻¹) = 1.14
- LUMO energy (eV) = -2.98
- gap between HOMO and LUMO (hartree) = 0.45103
- charge = +1

Positions of all 23 atoms, in Å:
C: -0.749610 -2.098231 0.729913
N: 0.382588 -1.821050 -0.182259
H: -0.454467 -2.209550 1.768106
H: -1.484676 -1.304421 0.654684
H: -1.192812 -3.037830 0.412123
H: -0.042088 -1.699017 -1.126854
H: 1.106078 -2.538455 -0.205028
H: 0.824714 -0.921311 0.021173
H: 0.873734 0.457703 1.473871
H: 1.246749 0.353513 2.919662
O: 0.480541 0.251459 2.341004
H: -0.240240 2.878057 -1.721357
H: -0.933981 1.885605 -0.749190
O: -0.360968 1.939728 -1.539677
H: -0.502625 0.352206 -2.241804
H: 0.481073 -0.524065 -3.133791
O: -0.226994 -0.561668 -2.476528
H: 2.591575 1.485500 -0.014612
H: 1.323213 1.259458 -0.795934
O: 1.781579 0.952781 0.017170
H: -2.354231 2.043648 1.235413
H: -0.908127 1.408872 1.624514
O: -1.641032 1.447070 0.989396

Forces on atoms 1 to 6 (eV/Å):
-0.4 -0.8 0.5
-0.4 0.2 -0.1
0.3 0.2 -0.1
0.1 0.2 -0.1
-0.1 0.0 -0.1
0.6 0.2 -0.1

***

(3)
# C25H33Cl39FN4O3S

A molecular structure, C25H33Cl39FN4O3S in a non-equilibrium geometry (the ωB97M-V functional and the def2-TZVPD basis, the OMol25 dataset).

- electronic energy (eV) = -540474.687
- strongest force on any atom (eV Å⁻¹) = 6.38
- LUMO energy (eV) = -5.48
- gap between HOMO and LUMO (hartree) = 0.22650
- charge = +1

Positions of all 106 atoms, in Å:
C: 2.073019 -0.754138 1.882020
O: 3.123518 0.198013 1.585033
C: 2.754274 1.547013 1.957174
C: 1.787019 2.166615 0.825034
C: 1.054430 3.473656 1.464279
C: -0.473853 3.145609 1.925525
C: -1.393228 3.410019 0.634064
N: -2.712662 2.690073 0.655807
C: -3.765320 3.049395 1.365151
N: -5.076531 2.343843 1.340670
C: -4.821092 0.896115 1.479858
C: -4.791445 -0.121796 0.294408
C: -4.486958 -1.621352 0.407590
N: -4.204582 -2.205559 1.668698
C: -4.226017 -1.320930 2.769773
C: -4.510620 0.191162 2.852257
N: -3.588741 4.256123 2.226734
S: -3.438607 3.811654 3.884581
O: -2.709024 2.520953 4.067036
O: -4.782001 3.763409 4.568471
F: -2.497342 5.027415 4.594517
H: 1.235888 -0.286188 2.524624
H: 1.591638 -1.159003 0.923326
H: 2.554918 -1.623657 2.454021
H: 3.716364 2.158815 1.979797
H: 2.196729 1.608176 2.961238
H: 2.429160 2.562543 -0.047635
H: 1.042653 1.416575 0.396287
H: 0.966249 4.226862 0.595003
H: 1.683524 3.924090 2.299729
H: -0.582230 2.104428 2.378263
H: -0.701838 3.903595 2.761934
H: -0.802570 3.015301 -0.273048
H: -1.502733 4.549559 0.539026
H: -2.792429 1.871684 0.017021
H: -5.443653 2.529027 0.376916
H: -4.993809 0.292689 -0.759798
H: -4.483730 -2.313219 -0.511287
H: -3.991095 -1.813107 3.785903
H: -4.493034 0.766854 3.829439
H: -4.428242 4.858448 2.136200
C: 3.843593 -3.277840 -0.949700
Cl: 2.270403 -2.763357 -1.579948
Cl: 3.704002 -3.771348 0.743912
Cl: 4.503457 -4.594419 -1.927807
H: 4.527701 -2.432993 -1.004925
C: 8.277199 -5.752166 -2.008025
Cl: 7.058429 -6.548082 -3.014373
Cl: 9.883008 -5.911783 -2.735107
Cl: 7.871294 -4.046737 -1.768487
H: 8.291105 -6.241015 -1.035843
C: 10.946329 -9.570603 -2.769469
Cl: 9.509719 -10.540436 -2.414720
Cl: 12.215520 -9.879890 -1.576619
Cl: 11.534734 -9.904769 -4.404444
H: 10.672159 -8.519228 -2.713176
C: 12.971690 -4.655620 -4.671316
Cl: 14.090340 -3.411515 -4.096695
Cl: 13.035711 -4.782874 -6.434531
Cl: 13.338655 -6.216386 -3.921415
H: 11.962073 -4.366940 -4.385201
C: -8.349100 2.799672 -0.657846
Cl: -9.579742 2.000574 -1.643619
Cl: -6.748649 2.640338 -1.406416
Cl: -8.751049 4.503034 -0.419050
H: -8.321318 2.313577 0.316096
C: 3.462034 -3.432970 -6.006079
Cl: 3.836472 -2.544111 -7.489138
Cl: 4.505382 -4.853327 -5.851940
Cl: 3.629383 -2.382711 -4.591553
H: 2.429227 -3.771005 -6.061012
C: -7.768158 0.885641 -4.717136
Cl: -8.538834 0.479439 -6.254945
Cl: -6.300004 -0.075392 -4.483255
Cl: -7.395831 2.614684 -4.645286
H: -8.462809 0.651594 -3.912836
C: -4.499364 5.732859 7.314879
Cl: -5.433077 6.353140 8.682369
Cl: -3.308516 6.923935 6.775553
Cl: -3.705402 4.211267 7.747495
H: -5.184000 5.542022 6.490680
C: 0.834895 6.430561 5.471385
Cl: 1.190968 7.309866 3.976904
Cl: 1.868853 5.001007 5.612220
Cl: 1.032871 7.484639 6.877633
H: -0.201636 6.100522 5.435224
C: 13.706168 -12.370039 -6.362100
Cl: 12.459524 -13.600212 -6.612658
Cl: 14.685311 -12.756841 -4.940658
Cl: 14.727562 -12.218101 -7.798826
H: 13.214613 -11.415028 -6.189154
C: -5.097118 3.647691 -7.433167
Cl: -5.869240 3.241188 -8.971324
Cl: -3.631916 2.683069 -7.197363
Cl: -4.723159 5.375811 -7.361055
H: -5.792006 3.414535 -6.629621
C: -8.827279 5.979465 3.356811
Cl: -10.061503 5.183440 2.370603
Cl: -7.228901 5.816203 2.606686
Cl: -9.226999 7.683748 3.598027
H: -8.799680 5.492920 4.329812
C: -7.414954 -0.088136 5.724005
Cl: -8.652129 -1.327945 5.476320
Cl: -6.438794 -0.458755 7.151132
Cl: -6.381661 0.059846 4.286397
H: -7.913576 0.865501 5.888016

Forces on atoms 1 to 6 (eV/Å):
-0.3 -0.6 0.2
-1.2 0.6 1.1
-0.6 0.1 -1.3
0.6 1.5 0.5
-0.7 -0.8 -1.4
1.0 0.9 0.5

***

(4)
# HO3S3

2 unconnected molecules or ions with the total composition HO3S3 in a non-equilibrium geometry (the ωB97M-V functional and the def2-TZVPD basis, the OMol25 dataset).

- electronic energy (eV) = -38664.998
- strongest force on any atom (eV Å⁻¹) = 2.37
- LUMO energy (spin up / spin down) (eV) = 2.70 / 2.69
- gap between HOMO and LUMO (spin up / spin down) (hartree) = 0.23059 / 0.23053
- charge = -1

Positions of all 7 atoms, in Å:
O: 0.441328 1.863247 -0.706617
O: 1.949756 -0.083250 -0.890569
O: 0.781712 0.182649 1.213046
S: -1.961681 -0.888136 0.770452
S: -1.378340 -1.095539 -1.230036
S: 0.835956 0.543812 -0.234726
H: -0.668734 -0.522786 1.078447

Forces on atoms 1 to 6 (eV/Å):
0.1 -1.1 1.0
0.1 0.1 -0.4
-0.2 1.2 -2.0
0.0 -0.2 -0.1
1.4 1.2 0.8
-0.2 -0.7 -0.1

***

(5)
# C9H2N2O8PtS

A molecular structure, C9H2N2O8PtS in a non-equilibrium geometry (the ωB97M-V functional and the def2-TZVPD basis, the OMol25 dataset).

- 2S+1 = 2
- electronic energy (eV) = -42792.399
- strongest force on any atom (eV Å⁻¹) = 1.41
- LUMO energy (spin up / spin down) (eV) = -5.40 / -7.99
- expectation value of S² = 0.776
- gap between HOMO and LUMO (spin up / spin down) (hartree) = 0.32285 / 0.21554
- charge = +1

Positions of all 23 atoms, in Å:
Pt: -0.713665 -0.059969 -0.592700
O: -1.271921 3.467218 1.244455
C: -1.530400 2.442161 0.642149
O: -0.824862 1.937464 -0.314029
C: -2.775480 1.793229 1.139174
C: -3.925773 2.541764 1.424691
C: -5.061776 1.851014 1.722169
C: -5.129541 0.437028 1.721690
C: -4.010470 -0.290576 1.459388
C: -2.756849 0.351024 1.263835
O: -1.632524 -0.262278 1.226588
N: -4.128209 -1.755607 1.350761
O: -5.058190 -2.278757 1.904648
O: -3.288859 -2.318507 0.670515
N: -6.306104 2.601971 2.012358
O: -6.240916 3.804951 1.941117
O: -7.275419 1.938987 2.302331
H: -3.918258 3.622328 1.393746
H: -6.071564 -0.060476 1.915670
O: -0.653436 -3.063171 -0.976685
C: -0.680827 -1.955224 -0.829192
S: 0.949892 0.399055 -3.513277
C: 0.216227 0.196610 -2.227124

Forces on atoms 1 to 6 (eV/Å):
0.2 0.5 0.1
0.1 -0.2 -0.4
0.0 1.0 1.0
0.3 -0.6 -0.3
-0.2 -0.3 -0.5
0.3 -0.1 0.0